[1]
This record from the OMol25 dataset describes C13H22IN4ORu as an isolated structure in a non-equilibrium geometry. The level of theory is ωB97M-V/def2-TZVPD.

Cartesian coordinates (Å):
C1 1.7108 2.0523 -2.4683
I1 0.3058 2.1196 -3.9222
H1 2.5323 2.7930 -2.4564
H2 1.1963 2.0726 -1.5092
H3 2.2195 1.0704 -2.5594
C2 -1.0060 -3.6411 -1.3279
C3 0.2661 -3.7045 -1.7792
N1 0.8950 -2.5601 -1.3382
C4 0.0627 -1.7846 -0.5714
N2 -1.1240 -2.4766 -0.6295
H4 -1.8206 -4.3248 -1.4358
H5 0.7543 -4.4589 -2.3516
C5 -1.5710 3.2723 1.4090
C6 -0.2781 1.4568 1.0076
N3 -1.5194 2.0227 0.8415
H6 -0.0009 4.3820 2.4733
N4 0.4224 2.4316 1.6590
H7 -2.4787 3.8583 1.4216
Ru1 0.5514 -0.4009 0.8265
C7 2.1635 -0.9297 1.5222
O1 3.2528 -1.2657 1.8984
C8 -0.3568 3.5344 1.9121
C9 1.8069 2.3845 2.0667
H8 1.9154 3.1413 2.8501
H9 2.4833 2.6394 1.2392
H10 2.0582 1.3909 2.4462
C10 -2.7027 1.4968 0.1851
H11 -3.3615 2.3552 -0.0112
H12 -3.2407 0.8073 0.8520
H13 -2.4507 1.0225 -0.7679
C11 -2.4023 -2.0623 -0.1114
H14 -3.1564 -2.1026 -0.9018
H15 -2.3550 -1.0453 0.2708
H16 -2.7201 -2.7337 0.6933
C12 2.2154 -2.2337 -1.8116
H17 2.2134 -1.3981 -2.5191
H18 2.5881 -3.1093 -2.3360
H19 2.8921 -2.0050 -0.9898
C13 -0.3515 -1.1851 2.4122
H20 0.2110 -2.0765 2.7897
H21 -1.3252 -1.5268 2.0314
H22 -0.3975 -0.3690 3.1854

Forces on atoms 1 to 6 (eV/Å):
C 2.0 -0.9 1.7
I -1.1 0.3 -1.5
H -0.8 0.0 -0.4
H 0.2 0.0 0.0
H -0.4 0.5 0.3
C 0.5 -0.3 -0.3

Results
- total charge = -2
- HOMO level (alpha / beta) (Ha) = 0.0974 / -0.1078
- frontier orbital gap (alpha / beta) (eV) = 1.31 / 7.21
- multiplicity = 6

For reference, the Mulliken charges in units of e are: C -0.22; I -1.00; H 0.38; H -0.15; H -0.03; C -0.56; C -0.58; N 0.58; C -1.13; N 1.24; H 0.41; H 0.44; C -1.16; C -1.38; N 1.03; H 0.57; N 1.87; H 1.08; Ru 0.99; C 0.03; O -0.47; C -1.43; C -1.88; H 0.83; H 0.26; H 0.19; C -2.17; H 0.85; H 0.19; H 0.30; C -1.04; H 0.52; H -0.35; H 0.39; C -0.86; H 0.24; H 0.30; H 0.23; C -1.44; H 0.36; H 0.19; H 0.37



[2]
This record from the OMol25 dataset describes one molecule with the formula C13H22N2O3S in a non-equilibrium geometry. The level of theory is ωB97M-V/def2-TZVPD.

Cartesian coordinates (Å):
C1 3.1671 -1.9655 0.2061
C2 2.2073 -2.6220 1.1948
N1 1.5768 -1.6726 2.0810
C3 2.3044 -1.1895 3.2355
C4 2.7489 0.2631 3.0823
S1 -0.0865 -1.7017 2.1633
O1 -0.4924 -1.2765 3.4737
O2 -0.5776 -2.9673 1.6880
C5 -0.6287 -0.4559 0.9916
C6 0.2348 0.4510 0.4165
C7 -0.2712 1.3954 -0.4664
C8 -1.6212 1.4257 -0.7725
O3 -2.1663 2.3814 -1.6099
C9 -2.0078 2.1988 -3.0195
C10 -0.5805 2.4656 -3.4972
C11 -2.4808 0.8214 -3.4797
C12 -2.5071 0.5190 -0.1504
N2 -3.8440 0.5530 -0.4637
C13 -1.9821 -0.4259 0.7283
H1 3.5820 -2.7238 -0.4530
H2 2.6467 -1.2273 -0.3981
H3 3.9861 -1.4793 0.7303
H4 2.7454 -3.3817 1.7777
H5 1.3983 -3.1198 0.6586
H6 1.6392 -1.2656 4.0989
H7 3.1722 -1.8346 3.4033
H8 1.8789 0.9076 2.9876
H9 3.3101 0.5659 3.9629
H10 3.3816 0.3897 2.2070
H11 1.2835 0.4254 0.6567
H12 0.3873 2.1264 -0.9083
H13 -2.6683 2.9722 -3.4307
H14 -0.5715 2.5391 -4.5815
H15 -0.2141 3.4015 -3.0825
H16 0.0822 1.6564 -3.2000
H17 -2.4283 0.7622 -4.5634
H18 -3.5052 0.6395 -3.1662
H19 -1.8481 0.0453 -3.0536
H20 -4.4697 0.1210 0.1960
H21 -4.1578 1.4289 -0.8541
H22 -2.6236 -1.1466 1.2104

Forces on atoms 1 to 6 (eV/Å):
C -0.2 -0.1 0.2
C 0.2 -0.3 -0.6
N -1.3 -0.1 0.1
C 0.1 0.6 0.5
C 0.0 -0.3 0.1
S 0.2 0.1 -0.2

Results
- ΔE to the lowest compared entry with this formula, charge and spin (kcal per mole) = 0.00
- structure (SMILES) = CCN(CC)S(=O)(=O)c1ccc(OC(C)C)c(N)c1
- HOMO level (Ha) = -0.3037
- frontier orbital gap (eV) = 9.04
- multiplicity = 1

For reference, the Mulliken charges in units of e are: C -1.03; C -0.62; N 0.18; C -0.65; C -1.10; S 1.43; O -0.70; O -0.72; C 0.47; C -0.41; C -0.83; C 0.14; O -0.60; C 0.54; C -1.53; C -1.32; C 0.52; N -0.49; C -1.15; H 0.42; H 0.25; H 0.24; H 0.41; H 0.40; H 0.44; H 0.33; H 0.26; H 0.43; H 0.24; H 0.46; H 0.59; H 0.31; H 0.45; H 0.35; H 0.36; H 0.47; H 0.35; H 0.28; H 0.24; H 0.26; H 0.32



[3]
This record from the OMol25 dataset describes an isolated ion of composition C13H22N3O5 and charge -1 in a non-equilibrium geometry. The level of theory is ωB97M-V/def2-TZVPD.

Cartesian coordinates (Å):
C1 -2.9126 -1.7778 5.6136
C2 -1.7986 -2.1889 4.6936
C3 -1.7752 -1.3459 3.3181
C4 -1.5990 0.1356 3.5087
C5 -0.6370 -1.7758 2.4045
N1 -0.4089 -3.2499 2.3747
C6 0.5241 -3.8104 3.1377
C7 0.5061 -5.2803 3.2044
O1 1.4076 -3.1391 3.7189
C8 -0.9528 -1.3470 0.8674
O2 -1.6986 -2.1176 0.2821
N2 -0.3970 -0.3124 0.3298
C9 -0.5140 0.1242 -1.0410
C10 0.8783 0.3903 -1.5732
C11 1.9261 1.0026 -0.6578
O3 1.5985 1.5476 0.4139
O4 3.0448 0.8803 -1.0219
C12 -1.3296 1.4049 -1.3247
O5 -2.2682 1.5818 -2.0977
N3 -0.9138 2.4926 -0.6222
C13 -1.7178 3.6103 -0.5131
H1 -2.6085 -2.3033 6.5702
H2 -3.0377 -0.7020 5.7541
H3 -3.8739 -2.1291 5.2620
H4 -2.0373 -3.2880 4.4380
H5 -0.8385 -2.1297 5.3371
H6 -2.7133 -1.6700 2.7839
H7 -1.5199 0.6280 2.4999
H8 -0.6169 0.3139 3.9459
H9 -2.4567 0.5318 4.0022
H10 0.2156 -1.2147 2.7055
H11 -0.7962 -3.6978 1.5438
H12 -0.4785 -5.7150 3.1722
H13 1.0445 -5.5915 2.3270
H14 1.1333 -5.5752 4.0975
H15 0.3911 0.1086 0.8674
H16 -1.0003 -0.7154 -1.5762
H17 0.9108 1.0834 -2.4970
H18 1.3230 -0.4697 -1.9699
H19 -0.1329 2.2917 0.0807
H20 -2.7937 3.3150 -0.5757
H21 -1.4792 4.1004 0.3757
H22 -1.4952 4.2551 -1.3724

Forces on atoms 1 to 6 (eV/Å):
C 0.2 -0.5 1.3
C 0.9 -0.3 -1.0
C -0.3 -2.3 0.6
C 0.1 0.1 -1.8
C -0.1 -0.3 -2.2
N -1.1 2.2 -0.9

Results
- ΔE to the lowest compared entry with this formula, charge and spin (kcal per mole) = 47.64
- total charge = -1
- structure (SMILES) = CC[C@@H](C)[C@@H](NC(C)=O)C(=O)N[C@H](CC(=O)[O-])C(=O)NC
- HOMO level (Ha) = -0.1938
- frontier orbital gap (eV) = 8.10
- multiplicity = 1

For reference, the Mulliken charges in units of e are: C -1.33; C -0.27; C 0.51; C -1.52; C -0.48; N -0.16; C 0.73; C -1.33; O -0.67; C 0.27; O -0.80; N 0.12; C 0.07; C -0.75; C 0.54; O -0.82; O -0.73; C -0.07; O -0.74; N 0.02; C -1.11; H 0.36; H 0.32; H 0.31; H 0.23; H 0.31; H 0.23; H 0.21; H 0.36; H 0.48; H 0.61; H 0.30; H 0.36; H 0.34; H 0.33; H 0.36; H 0.45; H 0.29; H 0.37; H 0.27; H 0.31; H 0.43; H 0.27



[4]
This record from the OMol25 dataset describes one molecule with the formula C13H22N4O3 in a non-equilibrium geometry. The level of theory is ωB97M-V/def2-TZVPD.

Cartesian coordinates (Å):
C1 3.3906 -1.9619 -2.7492
C2 2.4984 -0.9339 -2.3071
C3 1.9398 -1.2213 -0.9096
C4 0.9034 -0.1256 -0.5337
O1 1.3685 0.9763 -0.6319
N1 -0.0001 -0.4257 0.4831
C5 -0.8607 0.6373 0.9089
C6 -0.4799 1.6168 1.7841
C7 0.8374 1.7043 2.6125
N2 -1.3767 2.6790 2.0428
C8 -1.1752 3.5635 3.2408
C9 -2.5726 2.8273 1.3415
O2 -3.3887 3.7528 1.4136
N3 -3.0223 1.7701 0.4723
C10 -4.0918 1.8457 -0.4574
C11 -2.1834 0.7247 0.2123
O3 -2.5046 -0.0549 -0.6979
N4 1.0594 -2.5160 -1.0045
C12 1.2286 -3.5840 -0.0202
C13 0.0019 -2.8832 -2.0302
H1 2.9502 -2.8776 -2.4834
H2 4.3313 -1.8704 -2.1775
H3 3.5718 -1.8560 -3.7911
H4 1.6183 -0.9146 -3.0014
H5 3.0440 0.0355 -2.3223
H6 2.8152 -1.2327 -0.2205
H7 -0.4526 -1.2980 0.4254
H8 0.6706 1.5963 3.7272
H9 1.3368 2.6546 2.3831
H10 1.7496 0.9987 2.3645
H11 -0.4788 4.3637 3.0174
H12 -2.0570 4.1204 3.4884
H13 -0.9258 2.9482 4.0955
H14 -4.7316 2.6135 -0.2208
H15 -4.6203 0.9328 -0.3763
H16 -3.7166 2.0364 -1.5318
H17 1.6629 -3.1991 0.8811
H18 0.2229 -3.9642 0.2486
H19 1.9020 -4.3819 -0.4871
H20 -1.0224 -3.0594 -1.7627
H21 0.5164 -3.8198 -2.5553
H22 0.0411 -2.2181 -2.8712

Forces on atoms 1 to 6 (eV/Å):
C 2.3 -0.6 0.5
C -2.0 2.5 0.3
C -3.7 -1.7 -2.2
C 3.7 -0.7 3.0
O -0.8 2.3 -0.9
N -0.5 1.6 -0.4

Results
- ΔE to the lowest compared entry with this formula, charge and spin (kcal per mole) = 0.00
- structure (SMILES) = CC[C@@H](C(=O)Nc1c(C)n(C)c(=O)n(C)c1=O)N(C)C
- HOMO level (Ha) = -0.2874
- frontier orbital gap (eV) = 8.36
- multiplicity = 1

For reference, the Mulliken charges in units of e are: C -1.30; C -0.49; C -0.06; C 0.18; O -0.61; N -0.05; C -0.35; C 0.70; C -1.36; N 0.03; C -1.17; C 0.57; O -0.67; N -0.06; C -1.07; C 0.66; O -0.69; N 0.39; C -1.18; C -1.06; H 0.30; H 0.29; H 0.39; H 0.27; H 0.39; H 0.48; H 0.40; H 0.37; H 0.41; H 0.23; H 0.32; H 0.41; H 0.39; H 0.43; H 0.34; H 0.27; H 0.34; H 0.32; H 0.27; H 0.32; H 0.32; H 0.33



[5]
This record from the OMol25 dataset describes C13H22N4PtS4 as an isolated structure. The level of theory is ωB97M-V/def2-TZVPD.

Cartesian coordinates (Å):
Pt1 0.0550 -0.4146 -1.3892
S1 -0.7668 -0.7470 0.7985
C1 -1.2951 0.8477 1.3050
C2 -1.8199 1.0201 2.5926
C3 -2.2365 2.2613 3.0271
C4 -2.1389 3.3639 2.1765
C5 -1.6273 3.2071 0.9059
C6 -1.1989 1.9520 0.4517
S2 -0.5462 1.8052 -1.1677
H1 -1.8915 0.1586 3.2456
H2 -2.6372 2.3771 4.0260
H3 -2.4640 4.3409 2.5107
H4 -1.5491 4.0563 0.2378
C7 3.2462 1.6348 -1.1733
N1 2.9993 0.7295 -0.0602
C8 2.4003 1.3863 1.1037
C9 2.7691 -0.5834 -0.2889
S3 2.3581 -1.1764 -1.8536
N2 2.8870 -1.4281 0.7450
C10 2.3380 -2.7756 0.6916
C11 3.6650 -1.1210 1.9341
H5 3.7711 2.5063 -0.7807
H6 2.3061 1.9568 -1.6280
H7 3.8638 1.1503 -1.9229
H8 1.7101 2.1493 0.7389
H9 3.1588 1.8535 1.7352
H10 1.8170 0.6743 1.6811
H11 1.4194 -2.7804 0.1119
H12 2.1161 -3.0881 1.7112
H13 3.0465 -3.4743 0.2417
H14 4.2979 -0.2575 1.7520
H15 4.2997 -1.9801 2.1564
H16 3.0292 -0.9264 2.8002
C12 -4.4056 -1.4404 -1.6253
N3 -2.9865 -1.3777 -1.8969
C13 -2.4149 -1.7706 -3.0215
N4 -3.1966 -2.2777 -3.9929
S4 -0.7278 -1.6883 -3.2898
H17 -4.5672 -1.0958 -0.6079
H18 -4.7833 -2.4631 -1.7039
H19 -4.9712 -0.7910 -2.2987
H20 -2.3587 -1.0352 -1.1679
H21 -4.1987 -2.2551 -3.9321
H22 -2.7716 -2.4833 -4.8791

Forces on atoms 1 to 6 (eV/Å):
Pt 0.0 0.1 0.0
S 0.0 0.0 -0.1
C 0.0 0.0 0.0
C 0.0 0.0 0.0
C 0.0 0.0 0.0
C 0.0 0.0 0.0

Results
- HOMO level (alpha / beta) (Ha) = -0.2330 / -0.2606
- frontier orbital gap (alpha / beta) (eV) = 6.74 / 6.51
- multiplicity = 3

For reference, the Mulliken charges in units of e are: Pt 1.18; S -0.56; C 0.37; C -0.70; C -0.48; C -0.54; C -0.50; C 0.00; S -0.51; H 0.39; H 0.36; H 0.37; H 0.40; C -1.01; N 0.23; C -1.22; C 0.05; S -0.34; N 0.30; C -1.09; C -1.20; H 0.35; H 0.30; H 0.38; H 0.42; H 0.29; H 0.42; H 0.37; H 0.38; H 0.32; H 0.37; H 0.45; H 0.34; C -1.15; N -0.09; C 0.87; N -0.42; S -0.53; H 0.33; H 0.39; H 0.36; H -0.05; H 0.19; H 0.20



Question: Which of these has the highest multiplicity?
Answer: C13H22IN4ORu